C31H29Cl3GeN6O3STi | the ωB97M-V functional and the def2-TZVPD basis

Calculated values
* energy above the lowest of the compared OMol25 structures with the same formula, charge and spin: 70.3 kJ/mol
* HOMO: -7.628 eV
* HOMO-LUMO gap: 6.13 eV

The geometry in XYZ format:
```
75
C31H29Cl3GeN6O3STi, DFT the ωB97M-V functional and the def2-TZVPD basis
Ti 0.186 0.278 -0.069
O 1.264 0.743 -1.542
C 2.378 1.463 -1.549
C 3.420 1.125 -2.419
C 4.597 1.843 -2.384
C 4.755 2.932 -1.522
C 3.709 3.314 -0.713
C 2.510 2.589 -0.711
C 1.332 3.093 -0.051
N 0.283 2.359 0.063
N -0.923 2.987 0.339
C -1.863 2.139 0.095
O -1.586 0.897 -0.297
C -3.281 2.503 0.241
C -3.657 3.540 1.090
C -4.995 3.866 1.218
C -5.958 3.167 0.502
C -5.584 2.134 -0.345
C -4.246 1.797 -0.471
H 3.281 0.288 -3.091
H 5.411 1.560 -3.037
H 5.686 3.480 -1.505
H 3.798 4.179 -0.069
H 1.266 4.138 0.240
H -2.897 4.065 1.649
H -5.290 4.662 1.888
H -7.003 3.428 0.607
H -6.334 1.591 -0.904
H -3.940 0.990 -1.123
S 2.184 -0.516 1.101
C 2.316 -1.991 0.174
N 3.166 -2.883 0.565
N 3.463 -3.935 -0.220
C 3.674 -3.978 -1.606
C 3.714 -2.846 -2.413
C 4.004 -2.981 -3.760
C 4.244 -4.226 -4.325
C 4.208 -5.351 -3.513
C 3.929 -5.230 -2.161
N 1.535 -2.306 -0.942
N 0.504 -1.642 -1.116
C -0.257 -2.049 -2.266
C 0.276 -2.901 -3.228
C -0.504 -3.260 -4.312
C -1.802 -2.776 -4.441
C -2.320 -1.926 -3.476
C -1.549 -1.558 -2.384
H 3.940 -4.655 0.297
H 3.537 -1.859 -2.002
H 4.040 -2.092 -4.378
H 4.461 -4.317 -5.379
H 4.396 -6.332 -3.930
H 3.898 -6.110 -1.531
H 1.291 -3.263 -3.128
H -0.092 -3.919 -5.064
H -2.402 -3.056 -5.295
H -3.328 -1.544 -3.570
H -1.959 -0.907 -1.624
Cl -2.043 1.495 3.386
Ge -0.207 0.641 2.549
Cl 0.031 -1.085 3.868
Cl 1.297 2.045 3.367
C -2.618 -3.506 0.499
C -3.552 -2.308 0.759
C -2.636 -1.283 1.418
O -1.338 -1.555 0.852
C -1.240 -2.990 0.924
H -2.619 -3.783 -0.555
H -2.900 -4.383 1.079
H -4.394 -2.560 1.400
H -3.947 -1.915 -0.178
H -2.576 -1.428 2.501
H -2.893 -0.250 1.208
H -1.006 -3.258 1.959
H -0.430 -3.323 0.287
```

Mulliken atomic charge list, values in e, 8 entries: Ti 0.077; O -0.279; C 0.870; C -0.628; C -0.516; C -0.702; C -0.771; C 0.357

C31H29F5IN4O2RuS4 | the ωB97M-V functional and the def2-TZVPD basis

Calculated values
* net charge: +1
* energy above the lowest of the compared OMol25 structures with the same formula, charge and spin: 0.0 kJ/mol
* HOMO (spin up / spin down): -10.623 / -10.620 eV
* HOMO-LUMO gap (spin up / spin down): 6.05 / 6.06 eV

The geometry in XYZ format:
```
77
C31H29F5IN4O2RuS4, DFT the ωB97M-V functional and the def2-TZVPD basis
Ru -1.915 0.242 -0.569
S -0.251 0.448 1.097
C 1.174 0.015 0.334
N 2.333 -0.034 0.972
C 3.564 -0.384 0.268
C 3.519 0.189 -1.120
N 2.297 -0.263 -1.790
C 2.434 -0.566 -3.227
C 3.228 -1.831 -3.434
C 4.483 -1.782 -4.027
C 5.224 -2.944 -4.199
C 4.713 -4.159 -3.772
C 3.458 -4.215 -3.178
C 2.716 -3.057 -3.011
C 1.172 -0.398 -1.120
S -0.235 -1.014 -1.806
C 2.475 0.281 2.403
C 3.095 1.643 2.599
C 2.410 2.788 2.197
C 2.986 4.037 2.359
C 4.250 4.153 2.925
C 4.934 3.018 3.330
C 4.357 1.765 3.165
H 3.682 -1.471 0.240
H 4.396 0.048 0.821
H 4.367 -0.167 -1.701
H 3.535 1.283 -1.097
H 2.946 0.286 -3.677
H 1.434 -0.627 -3.650
H 4.880 -0.833 -4.370
H 6.197 -2.898 -4.669
H 5.288 -5.066 -3.906
H 3.054 -5.164 -2.854
H 1.731 -3.105 -2.562
H 3.108 -0.494 2.838
H 1.493 0.212 2.865
H 1.418 2.705 1.766
H 2.443 4.922 2.056
H 4.696 5.130 3.057
H 5.915 3.104 3.777
H 4.889 0.878 3.492
F -1.782 3.156 5.790
C -2.165 2.753 4.588
C -1.568 3.285 3.458
F -0.610 4.203 3.576
C -1.970 2.853 2.209
F -1.381 3.393 1.136
C -2.953 1.886 2.056
S -3.486 1.305 0.472
C -3.563 1.393 3.203
F -4.543 0.503 3.102
C -3.170 1.806 4.462
F -3.748 1.308 5.547
C -2.550 -3.416 1.694
C -2.326 -1.950 1.394
O -2.281 -1.116 2.273
O -2.239 -1.688 0.100
H -2.011 -3.682 2.600
H -2.247 -4.053 0.867
H -3.613 -3.567 1.898
C -6.606 0.280 -3.058
N -6.072 -0.779 -2.212
C -6.816 -1.772 -1.599
C -5.964 -2.515 -0.865
N -4.711 -1.973 -1.050
C -4.782 -0.908 -1.857
S -3.483 0.072 -2.417
H -7.534 -0.068 -3.503
H -5.891 0.510 -3.843
H -6.791 1.175 -2.468
H -7.877 -1.859 -1.750
H -6.138 -3.375 -0.245
H -3.820 -2.229 -0.621
I -0.804 1.883 -3.688
C -0.949 1.832 -1.563
H -1.516 2.719 -1.305
H 0.068 1.965 -1.206
```

Mulliken atomic charge list, values in e, 8 entries: Ru 0.660; S 0.255; C 0.024; N 0.297; C -0.730; C -0.779; N 0.250; C -1.411

In the order shown, the computed max |F| values come out to 0.73, 0.66 eV Å⁻¹.